(1)
139
Properties=species:S:1:pos:R:3 method="wB97M-V/def2-TZVPD" homo_ev="-1.1 / -2.7" multiplicity=2 de_lowest_kj_mol=0.00 charge=-2 gap_ev="4.7347 / 6.3570"
Ti -1.4525 -1.8720 1.1231
C -0.5118 -4.2621 -2.2065
C 0.5578 -4.6209 -1.2133
C 1.7827 -5.1128 -1.6446
C 2.7749 -5.4447 -0.7358
C 2.5211 -5.3203 0.6194
C 1.2955 -4.8513 1.0839
C 1.0146 -4.8156 2.5561
C 0.3238 -4.4651 0.1592
N -0.9360 -3.9241 0.5556
C -1.9416 -4.8138 0.5209
O -1.8734 -6.0362 0.3906
C -3.2942 -4.1566 0.5682
C -4.4399 -4.9058 0.7470
C -5.6539 -4.2424 0.7075
C -5.6704 -2.8946 0.3984
C -4.4772 -2.2180 0.1731
N -3.2991 -2.8381 0.3465
C -4.5904 -0.8468 -0.4729
O -5.6103 -0.1836 -0.1929
N -3.6596 -0.6637 -1.3849
C -3.8511 0.3487 -2.3247
C -3.9752 1.7161 -2.0131
C -3.8166 2.1994 -0.6001
C -4.1908 2.6267 -3.0438
C -4.2393 2.2330 -4.3722
C -4.0517 0.8919 -4.6808
C -3.8559 -0.0478 -3.6776
C -3.6640 -1.5001 -4.0155
H -0.1033 -4.2171 -3.2174
H -0.9750 -3.3008 -1.9741
H -1.3121 -5.0069 -2.1920
H 1.9640 -5.2173 -2.7095
H 3.7395 -5.7960 -1.0821
H 3.2849 -5.5893 1.3412
H 1.9240 -5.0116 3.1271
H 0.2664 -5.5688 2.8181
H 0.6152 -3.8525 2.8604
H -4.3349 -5.9682 0.9104
H -6.5810 -4.7766 0.8812
H -6.5809 -2.3224 0.2938
H -3.8293 3.2913 -0.5599
H -4.6076 1.7980 0.0337
H -2.8629 1.8530 -0.1899
H -4.3005 3.6760 -2.7863
H -4.4014 2.9625 -5.1579
H -4.0630 0.5636 -5.7158
H -3.5381 -1.6337 -5.0924
H -4.5177 -2.0981 -3.6864
H -2.7957 -1.9039 -3.4930
C 6.9518 4.4987 -0.0898
C 5.6124 3.8211 0.0358
C 4.9695 3.2865 -1.0711
C 3.7315 2.6579 -0.9696
C 3.1241 2.0698 -2.2144
C 3.0904 2.5749 0.2770
Te 1.1814 1.5906 0.4404
N -1.4392 0.1446 0.7525
C -2.3518 0.2442 1.6431
O -2.9539 -0.8829 2.0392
C -2.8220 1.4951 2.3074
C -1.9922 2.6023 2.4321
C -2.4679 3.7664 3.0177
C -3.7788 3.8316 3.4721
C -4.6106 2.7262 3.3439
C -4.1331 1.5580 2.7687
C 0.2033 2.9678 -0.8446
C 0.1913 4.3377 -0.5563
C 0.7793 4.9264 0.6989
C -0.3877 5.2171 -1.4732
C -0.9527 4.7714 -2.6550
C -1.5749 5.7271 -3.6384
C -0.9541 3.4056 -2.9089
C -0.3994 2.4920 -2.0222
C -0.4839 1.0286 -2.3492
C 3.7420 3.0919 1.4068
C 3.1730 3.0303 2.8046
C 4.9865 3.7038 1.2665
H 7.3362 4.4194 -1.1072
H 7.6860 4.0518 0.5838
H 6.8831 5.5603 0.1602
H 5.4503 3.3417 -2.0435
H 3.8737 1.9806 -3.0022
H 2.2997 2.6851 -2.5851
H 2.7183 1.0789 -2.0045
H -0.9748 2.5374 2.0687
H -1.8142 4.6256 3.1143
H -4.1535 4.7443 3.9210
H -5.6382 2.7779 3.6836
H -4.7706 0.6935 2.6379
H 0.6926 4.2359 1.5391
H 0.2666 5.8565 0.9527
H 1.8426 5.1446 0.5733
H -0.4002 6.2788 -1.2429
H -1.5567 6.7501 -3.2602
H -2.6126 5.4540 -3.8410
H -1.0446 5.7093 -4.5936
H -1.4269 3.0303 -3.8096
H -0.8957 0.8811 -3.3481
H -1.1255 0.5123 -1.6311
H 0.5017 0.5597 -2.2871
H 2.2295 2.4922 2.8498
H 3.0035 4.0392 3.1908
H 3.8775 2.5362 3.4770
H 5.4771 4.0974 2.1535
F 0.1545 -0.1257 3.4743
C -0.4158 -1.2077 4.0442
C -1.0479 -2.1625 3.2704
C -1.6492 -3.1757 3.9898
F -2.3328 -4.1530 3.3505
C -1.6085 -3.2790 5.3688
F -2.2039 -4.2981 6.0156
C -0.9405 -2.3123 6.0952
F -0.8797 -2.3901 7.4364
C -0.3410 -1.2632 5.4270
F 0.2988 -0.3134 6.1321
C 6.8495 -1.0506 -0.6732
C 5.3660 -1.2716 -0.5617
C 4.7212 -1.2916 0.6694
C 3.3535 -1.4741 0.8029
C 2.7592 -1.4673 2.1844
C 2.5545 -1.6450 -0.3627
C 1.1485 -1.7698 -0.3485
O 0.3790 -1.6339 0.7026
C 3.2148 -1.6445 -1.6315
C 2.4383 -1.8107 -2.9102
C 4.5792 -1.4583 -1.7007
H 7.2941 -0.8902 0.3101
H 7.0766 -0.1740 -1.2868
H 7.3528 -1.9073 -1.1317
H 5.3093 -1.1542 1.5731
H 3.5541 -1.5080 2.9320
H 2.0870 -2.3098 2.3386
H 2.1644 -0.5689 2.3638
H 0.6388 -1.8998 -1.2986
H 1.6849 -1.0291 -3.0354
H 1.9109 -2.7698 -2.9377
H 3.1123 -1.7668 -3.7667
H 5.0521 -1.4434 -2.6797

***

(2)
15
Properties=species:S:1:pos:R:3 method="wB97M-V/def2-TZVPD" homo_ev="-10.3 / -10.3" de_lowest_kj_mol=490.91 smiles="CCNC(=O)N(F)N=O" gap_ev="9.5414 / 9.5423"
C -0.6573 0.2281 -2.1527
C 0.1567 0.9902 -1.0966
N 0.5912 0.1376 -0.0602
C -0.0438 0.2377 1.1198
O -0.7891 1.1010 1.4658
N 0.3953 -0.8370 1.9477
F 1.5205 -1.8191 1.4290
N -0.2060 -0.9095 3.1488
O -0.0918 -1.7386 4.0003
H -0.0112 -0.6762 -2.2719
H -1.5677 0.0363 -1.5734
H -0.9445 0.8348 -3.0857
H 1.1634 1.2835 -1.7289
H -0.4892 1.8869 -0.8724
H 0.9734 -0.7558 -0.2695

***

no.,energy (eV)
1,-125493.802
2,-14485.618